Record 1
Formula: C3H9NO2S
Source: OMol25
Level of theory: ωB97M-V with the def2-TZVPD basis set

Geometry as ORCA input:
```
! RIJCOSX wB97M-V def2-TZVPD def2/J DEFGRID3
* xyz -2 1
C 0.01 0.69 -0.52
C 1.13 1.57 -1.07
S 0.55 3.12 -1.73
N 0.36 -0.72 -0.36
C -0.50 -1.59 0.39
O -0.67 -1.36 1.74
H -0.88 0.77 -1.15
H -0.30 1.08 0.47
H 1.81 1.82 -0.25
H 1.64 0.86 -1.74
H 1.32 -0.84 -0.07
H -1.53 -1.52 -0.09
H -0.41 -2.68 0.11
H -0.99 -2.85 2.18
H -0.82 -4.26 1.89
O -1.11 -3.77 2.66
*
```

Calculated values
Frontier orbital gap in eV: 5.797

Record 2
Formula: C3H9NO2S
Source: OMol25
Level of theory: ωB97M-V with the def2-TZVPD basis set

Geometry as ORCA input:
```
! RIJCOSX wB97M-V def2-TZVPD def2/J DEFGRID3
* xyz 1 2
C -1.08 -0.32 -2.01
C -1.24 -1.27 -0.85
S 0.31 -2.13 -0.55
H -0.64 -0.78 -2.89
H -0.51 0.56 -1.74
H -2.05 0.07 -2.32
H -1.52 -0.79 0.09
H -1.96 -2.07 -1.06
H 0.02 -2.63 0.68
N 1.37 1.98 2.34
C 0.96 1.15 1.36
O 1.93 0.30 0.96
O -0.15 1.09 0.89
H 0.66 2.65 2.59
H 2.33 2.25 2.37
H 1.57 -0.08 0.15
*
```

Calculated values
Frontier orbital gap (spin up / spin down) in eV: 10.261 / 5.111
Expectation value of S²: 0.753

Record 3
Formula: C3H9NO2S2
Source: OMol25
Level of theory: ωB97M-V with the def2-TZVPD basis set

Geometry as ORCA input:
```
! RIJCOSX wB97M-V def2-TZVPD def2/J DEFGRID3
* xyz 0 1
N -0.07 1.81 -0.08
C -1.14 0.94 0.26
C -2.00 1.75 1.32
O -2.59 1.28 2.25
C -0.70 -0.45 0.87
S -0.68 -1.73 -0.38
S 1.23 -1.40 -1.07
H 0.79 1.88 0.45
H 0.30 1.61 -1.00
H -1.84 0.69 -0.54
H -1.87 2.85 1.24
H -1.36 -0.69 1.71
H 0.25 -0.25 1.35
H 1.25 -1.45 -2.44
H 3.36 0.24 -0.41
H 3.88 1.61 -0.68
O 3.90 0.71 -1.05
*
```

Calculated values
SMILES string: N[C@H](C=O)CSS.O
Frontier orbital gap in eV: 8.774

Record 4
Formula: C3H9NO3
Source: OMol25
Level of theory: ωB97M-V with the def2-TZVPD basis set

Geometry as ORCA input:
```
! RIJCOSX wB97M-V def2-TZVPD def2/J DEFGRID3
* xyz 0 1
C -0.34 0.47 -0.02
C 0.53 0.41 1.27
O 1.84 0.95 1.14
C -1.75 0.18 0.33
N -2.35 -0.98 -0.27
O -2.47 0.88 0.99
H -0.31 1.49 -0.42
H -0.04 -0.27 -0.76
H 0.58 -0.62 1.60
H 0.10 1.17 1.92
H 2.47 0.31 0.79
H -3.28 -0.93 0.15
H -2.51 -0.82 -1.27
H 2.69 -1.41 -2.19
H 2.17 -0.04 -1.80
O 2.67 -0.78 -1.46
*
```

Calculated values
SMILES string: NC(=O)CCO.O
Frontier orbital gap in eV: 10.337

Record 5
Formula: C3H9NO3
Source: OMol25
Level of theory: ωB97M-V with the def2-TZVPD basis set

Geometry as ORCA input:
```
! RIJCOSX wB97M-V def2-TZVPD def2/J DEFGRID3
* xyz 0 1
C 0.80 -0.06 0.89
N 0.84 0.66 -0.34
C 1.17 -0.04 -1.47
C 0.79 -1.37 -1.80
O -1.18 1.76 0.56
O 0.21 -2.16 -1.06
H 1.81 -0.42 1.15
H 0.32 -1.02 0.61
H 0.35 0.46 1.73
H -0.04 1.23 -0.47
H 1.58 0.59 -2.26
H 1.12 -1.99 -2.66
H -2.74 -0.50 1.81
H -1.52 2.65 0.40
H -1.71 0.58 1.29
O -1.80 -0.38 1.63
*
```

Calculated values
Frontier orbital gap in eV: 6.027

Record 6
Formula: C3H9NO3
Source: OMol25
Level of theory: ωB97M-V with the def2-TZVPD basis set

Geometry as ORCA input:
```
! RIJCOSX wB97M-V def2-TZVPD def2/J DEFGRID3
* xyz 0 1
C -1.15 0.42 -0.13
C -0.01 -0.03 -0.98
C 1.84 -0.03 1.54
N 0.03 -1.33 -1.38
O 1.17 0.33 0.37
O -1.35 1.81 -0.10
O -2.29 -0.36 -0.35
H -3.09 0.15 -0.18
H -1.55 2.11 -1.00
H -0.60 0.19 0.87
H 0.38 0.68 -1.70
H 0.86 -1.65 -1.84
H -0.39 -1.99 -0.73
H 2.92 -0.08 1.33
H 1.52 -0.98 1.99
H 1.70 0.77 2.28
*
```

Calculated values
Frontier orbital gap in eV: 8.806

Summary of relative energy (zero: lowest compared OMol25 entry of this formula, charge and spin) in kJ/mol
69.5 0.0 189.8 127.5 602.2 398.7
(order as listed above)